No. 1
The following is a DFT calculation (the ωB97M-V functional and the def2-TZVPD basis) of a structure of composition C56H50FNO9PbS3Si.

The calculation puts the max |F| at 0.05850 Eh/bohr. Its total charge is -2. The value obtained for the molar mass is 1231.50 g mol⁻¹. For the HOMO energy, the calculation gives -0.036 Ha. For the HOMO-LUMO gap, the calculation gives 4.695 eV.

Last column: Mulliken charge in e.
Cartesian coordinates (Å):
Pb (-1.34516, -0.90683, 0.30714)  3.218
C (5.90058, -1.25542, 5.51906)  -1.514
C (4.77678, -1.04563, 4.56151)  1.326
C (3.77992, -2.02679, 4.42563)  -1.023
C (2.72827, -1.80965, 3.55446)  -0.430
C (2.74245, -0.63885, 2.82401)  0.277
C (3.70275, 0.33151, 2.89692)  -0.625
C (4.75941, 0.11326, 3.77377)  -1.268
S (1.44743, -0.32845, 1.61397)  0.491
O (1.38741, 1.15362, 1.47030)  -0.244
C (2.20305, -0.95644, 0.10717)  2.072
C (2.41049, -2.34163, 0.08387)  -1.180
C (2.91107, -2.98626, -1.01398)  -1.358
C (3.26836, -2.21255, -2.13359)  1.364
C (3.79732, -2.87094, -3.26335)  -1.107
C (4.07846, -2.15096, -4.40062)  -0.555
C (3.88514, -0.75112, -4.42416)  -0.942
C (3.39344, -0.10242, -3.32010)  -0.718
C (3.04536, -0.81612, -2.13202)  0.909
C (2.54177, -0.14317, -0.95025)  -1.180
C (2.70416, 1.36511, -0.98700)  0.349
C (4.02832, 1.92364, -0.80955)  0.560
C (5.14411, 1.16020, -0.36590)  -0.842
C (6.37188, 1.73805, -0.20078)  -0.773
C (6.59514, 3.08502, -0.55182)  -0.637
C (5.55239, 3.84857, -1.01900)  -0.896
C (4.26399, 3.28981, -1.14418)  1.260
C (3.24905, 4.08101, -1.69043)  -1.235
C (1.98058, 3.53037, -1.77465)  -0.427
C (1.71669, 2.23826, -1.34480)  -0.195
S (-0.03035, 1.76854, -1.24100)  2.079
O (-0.56017, 1.54278, -2.63874)  -0.981
C (-0.85043, 3.27916, -0.56395)  -0.605
C (-0.72763, 3.64709, 0.84410)  0.945
C (-1.85362, 4.49535, 1.44390)  -0.555
C (-2.75379, 5.21133, 0.54427)  0.674
C (-3.54610, 6.38669, 1.04830)  -1.536
C (-2.83229, 4.72058, -0.74692)  -1.591
C (-2.09930, 3.52344, -1.14500)  -0.666
H (5.67493, -2.05271, 6.22677)  0.363
H (6.09068, -0.33635, 6.09929)  0.344
H (6.85378, -1.50568, 5.06502)  0.284
H (3.83152, -2.92792, 5.02935)  0.293
H (1.88694, -2.51427, 3.44887)  0.423
H (3.61058, 1.22914, 2.29060)  0.588
H (5.52418, 0.87372, 3.94284)  0.356
H (2.07958, -2.91411, 0.94282)  0.142
H (2.93194, -4.07781, -1.02577)  0.310
H (3.99516, -3.94594, -3.24852)  0.414
H (4.46212, -2.63795, -5.29892)  0.376
H (4.06874, -0.17600, -5.33224)  0.411
H (3.29848, 0.98893, -3.33986)  0.323
H (5.04882, 0.07363, -0.22733)  0.361
H (7.20172, 1.13435, 0.15670)  0.441
H (7.60238, 3.54309, -0.44406)  0.309
H (5.69866, 4.88279, -1.36996)  0.366
H (3.44103, 5.10116, -2.02852)  0.347
H (1.14206, 4.11432, -2.18558)  0.455
H (1.28491, 3.11992, 1.30490)  -1.053
H (-1.57710, 5.04768, 2.35060)  0.445
H (-2.87158, 7.18750, 1.39155)  0.313
H (-4.21349, 6.12026, 1.88198)  0.329
H (-4.18059, 6.77688, 0.21878)  0.373
H (-3.50230, 5.18187, -1.49207)  0.172
H (-2.28407, 3.10731, -2.16269)  0.597
C (-3.95138, -0.74338, -6.33195)  -1.103
Si (-3.15757, -2.02088, -5.09123)  0.252
C (-3.79345, -3.81340, -5.40602)  -1.170
C (-1.27414, -2.02134, -5.30872)  -0.970
C (-3.69228, -1.60973, -3.35153)  0.076
C (-5.03373, -1.29158, -3.22807)  -0.137
C (-5.54023, -0.81417, -2.03408)  -1.222
C (-4.66879, -0.74024, -0.94641)  -0.420
N (-3.40141, -1.16378, -1.02526)  -0.225
C (-2.86267, -1.57923, -2.17643)  0.826
S (-1.22356, -2.14521, -2.16112)  -0.631
H (-3.55346, -0.90120, -7.33883)  0.343
H (-3.68370, 0.27954, -6.01616)  0.314
H (-5.04783, -0.80699, -6.38834)  0.322
H (-3.53681, -4.11914, -6.42778)  0.325
H (-4.87518, -3.90246, -5.28356)  0.333
H (-3.28638, -4.51270, -4.74053)  0.320
H (-1.06631, -2.03480, -6.38386)  0.387
H (-0.81539, -2.91828, -4.86448)  0.227
H (-0.78754, -1.14825, -4.85040)  0.251
H (-5.68228, -1.42032, -4.09438)  0.241
H (-6.59201, -0.52016, -1.92902)  0.343
H (-5.00210, -0.32138, 0.00862)  0.428
O (0.20733, -4.50221, 0.35124)  -0.651
H (-0.28792, -5.02602, -0.31448)  0.326
H (-0.47696, -3.88739, 0.70454)  0.208
F (-0.11712, -0.17558, 3.61078)  -0.561
O (-4.14436, -6.29843, 1.27294)  -0.762
C (-4.29233, -5.50025, 2.34044)  0.131
C (-4.99089, -5.97144, 3.48039)  -0.551
C (-5.21979, -5.14368, 4.56962)  -0.391
C (-4.67172, -3.85826, 4.57922)  -0.650
C (-3.91125, -3.39742, 3.52100)  -0.461
C (-3.73956, -4.18231, 2.37474)  0.364
C (-2.87668, -3.76649, 1.20183)  0.395
O (-3.02752, -4.41354, 0.13201)  -0.731
O (-2.04899, -2.83139, 1.40816)  -0.663
H (-3.73539, -5.62560, 0.53463)  0.443
H (-5.38753, -6.98706, 3.44435)  0.369
H (-5.76692, -5.49573, 5.44215)  0.333
H (-4.85577, -3.21084, 5.44998)  0.359
H (-3.43911, -2.39330, 3.54337)  0.444
O (-1.61286, 1.60867, 3.65915)  -0.843
C (-1.24614, 2.73855, 3.12323)  0.537
C (-0.49638, 3.57760, 3.97380)  -1.451
C (0.46234, 4.57769, 3.71628)  -0.639
C (1.00006, 4.81748, 2.47830)  -0.933
C (0.67935, 4.02278, 1.26072)  1.653
C (-1.79814, 3.00089, 1.69301)  2.215
C (-2.76808, 1.91814, 1.00593)  -0.387
O (-3.22701, 2.15474, -0.17162)  -0.634
O (-2.91278, 0.84276, 1.62691)  -0.689
H (-0.72675, 0.54913, 3.63620)  0.400
H (-0.61233, 3.29341, 5.02102)  0.337
H (0.84330, 5.18438, 4.56972)  0.213
H (1.80237, 5.56072, 2.36067)  0.322
H (1.05777, 4.60513, 0.41815)  0.319

=====

No. 2
The following is a DFT calculation (the ωB97M-V functional and the def2-TZVPD basis) of a structure of composition C27H49BN6O8P2S4SeTa.

The calculation puts the max |F| at 0.07519 Eh/bohr. Its total charge is +1. The value obtained for the molar mass is 1046.66 g mol⁻¹. For the HOMO energy, the calculation gives -0.367 Ha. For the HOMO-LUMO gap, the calculation gives 7.262 eV.

Last column: Mulliken charge in e.
Cartesian coordinates (Å):
Ta (1.05857, 0.30426, -0.39941)  1.196
C (3.17718, -0.02826, 3.65982)  -1.881
C (2.98034, -1.53840, 3.69131)  1.298
C (3.95161, -2.20622, 2.72083)  -1.416
C (3.21897, -2.01782, 5.12835)  -1.746
N (1.58053, -1.96245, 3.29036)  0.575
C (1.17996, -3.28143, 3.48237)  -0.372
C (-0.08585, -3.38300, 3.05418)  -1.281
N (-0.47041, -2.14085, 2.58635)  -0.214
B (-1.92934, -1.93410, 2.10729)  1.647
N (-2.16662, -2.53494, 0.70037)  0.210
C (-3.41009, -3.02893, 0.36540)  -1.375
C (-3.34079, -3.48576, -0.89608)  -0.279
N (-2.04521, -3.26233, -1.34363)  0.552
C (-1.33638, -2.67560, -0.34488)  -0.576
S (0.34514, -2.22148, -0.38630)  0.220
C (-1.58073, -3.57324, -2.74688)  1.301
C (-0.27746, -4.37149, -2.71169)  -1.180
C (-1.42155, -2.24487, -3.47887)  -0.942
C (-2.63887, -4.41609, -3.45765)  -2.238
N (-2.42825, -0.47032, 2.13318)  0.366
C (-3.14888, -0.02126, 3.22418)  -1.245
C (-3.65517, 1.18219, 2.91487)  -0.428
N (-3.23306, 1.48634, 1.62446)  0.427
C (-2.46871, 0.46056, 1.15941)  -0.055
S (-1.72184, 0.37210, -0.40079)  -0.282
C (-3.71173, 2.69190, 0.85486)  1.453
C (-4.53749, 3.58715, 1.77651)  -2.309
C (-2.51952, 3.50105, 0.35251)  -1.208
C (-4.58571, 2.20714, -0.29960)  -1.744
C (0.55062, -1.27821, 2.72978)  0.166
S (0.55348, 0.37056, 2.17141)  -0.344
H (4.16118, 0.17371, 4.09164)  0.576
H (2.42733, 0.49103, 4.25898)  0.447
H (3.15600, 0.37799, 2.64794)  0.288
H (4.96925, -1.86161, 2.92261)  0.487
H (3.69364, -1.94653, 1.69303)  0.089
H (3.93485, -3.29433, 2.81783)  0.368
H (4.19132, -1.65292, 5.46117)  0.460
H (3.22912, -3.10386, 5.21919)  0.422
H (2.45476, -1.61664, 5.79847)  0.396
H (1.82727, -4.03226, 3.89944)  0.530
H (-0.74952, -4.23382, 3.02987)  0.628
H (-2.63360, -2.54777, 2.87500)  -0.244
H (-4.23490, -3.02093, 1.06198)  0.652
H (-4.10267, -3.94052, -1.50225)  0.528
H (0.57445, -3.74310, -2.46517)  0.023
H (-0.10872, -4.80523, -3.70061)  0.472
H (-0.34692, -5.18709, -1.98681)  0.355
H (-0.69431, -1.62203, -2.96166)  -0.224
H (-2.37782, -1.71634, -3.51905)  0.390
H (-1.06740, -2.42528, -4.49671)  0.513
H (-2.83144, -5.35408, -2.92987)  0.471
H (-2.25775, -4.66083, -4.44782)  0.470
H (-3.57908, -3.87676, -3.59301)  0.504
H (-3.24936, -0.60986, 4.12283)  0.641
H (-4.27872, 1.83123, 3.50126)  0.560
H (-3.96203, 3.91653, 2.64540)  0.458
H (-5.45767, 3.10448, 2.11260)  0.556
H (-4.82163, 4.47260, 1.20915)  0.435
H (-1.85995, 3.74808, 1.19144)  0.441
H (-2.89426, 4.43018, -0.08719)  0.684
H (-1.93692, 2.95647, -0.38655)  -0.364
H (-5.43859, 1.63959, 0.08201)  0.446
H (-4.01550, 1.57350, -0.98123)  0.246
H (-4.96575, 3.06660, -0.85756)  0.480
C (4.00780, 1.47252, -2.96633)  -1.549
C (3.63431, 0.00917, -2.92282)  1.061
O (4.47600, -0.64442, -3.87180)  -0.569
P (3.88785, -0.91789, -1.29102)  0.257
O (4.33138, -2.36538, -1.66084)  -0.530
O (5.10760, -0.40185, -0.47474)  -0.537
O (2.61071, -0.97759, -0.42325)  0.626
P (1.88995, -0.44845, -3.28543)  0.427
O (1.61244, 0.03206, -4.76865)  -0.525
O (1.93626, -1.92396, -3.18728)  -0.725
O (0.89104, 0.34072, -2.36150)  -0.441
H (5.06866, 1.58312, -2.73596)  0.416
H (3.42831, 2.07301, -2.27609)  0.134
H (3.84490, 1.81515, -3.98884)  0.413
H (4.03758, -1.41196, -4.26094)  0.477
H (3.60903, -2.80855, -2.15507)  0.426
H (4.89148, 0.43818, -0.00681)  0.382
H (0.76799, 0.48833, -4.90779)  0.353
Se (2.80529, 1.83431, 0.31066)  -0.947
O (0.13286, 2.39733, -0.97657)  -0.196
S (0.99736, 3.62032, -1.32952)  0.397
C (1.14178, 4.68186, 0.14560)  -0.834
C (0.23369, 5.89620, -0.04723)  -0.345
C (0.09149, 6.10281, -1.55609)  -0.775
C (-0.18233, 4.72248, -2.14101)  -0.540
H (2.19899, 4.94283, 0.21660)  0.584
H (0.89498, 4.04412, 0.99343)  0.290
H (0.65015, 6.77332, 0.44701)  0.440
H (-0.74681, 5.70522, 0.38852)  0.067
H (1.01772, 6.50967, -1.97209)  0.309
H (-0.70975, 6.79580, -1.80601)  0.380
H (-0.01720, 4.66020, -3.21653)  0.500
H (-1.17885, 4.34496, -1.89994)  0.092

=====

No. 3
The following is a DFT calculation (the ωB97M-V functional and the def2-TZVPD basis) of a structure of composition C31H43As3BrF6HfI2N5O3P2S4.

The calculation puts the max |F| at 0.04241 Eh/bohr. Its total charge is +1. The value obtained for the molar mass is 1574.89 g mol⁻¹. For the HOMO energy (alpha / beta), the calculation gives -0.361 / -0.361 Ha. As for the spin multiplicity: 2. For the HOMO-LUMO gap (alpha / beta), the calculation gives 6.982 / 5.628 eV.

Last column: Mulliken charge in e.
Cartesian coordinates (Å):
Hf (0.13322, -0.29573, -0.13791)  -0.569
S (-1.90676, 2.51519, -5.24757)  -0.237
As (-0.21619, 1.35855, -5.19985)  0.479
S (-0.24039, -0.92864, -2.45096)  -0.356
S (0.62445, 0.96623, -2.40489)  0.253
S (1.58790, 2.02916, -5.91626)  -0.327
C (3.86816, 0.85315, -2.94090)  -1.113
N (3.52809, -0.25381, -2.03069)  0.863
C (3.89131, -1.58755, -2.53465)  -0.859
P (3.42925, 0.07306, -0.45695)  -0.480
O (2.08938, 0.53091, 0.10570)  0.231
O (3.74641, -1.37404, 0.19740)  -0.851
P (2.67840, -2.38278, 0.86884)  -0.617
O (1.29979, -1.91540, 0.45848)  0.945
N (2.94487, -2.26176, 2.46198)  0.830
C (3.60236, -3.33996, 3.20438)  -1.158
C (3.17714, -0.93118, 3.02916)  -0.877
N (3.03738, -3.82729, 0.27754)  0.736
C (2.01110, -4.87280, 0.13848)  -0.800
C (4.42501, -4.29197, 0.22018)  -1.155
N (4.57962, 1.10805, -0.01505)  0.605
C (5.96134, 0.87224, -0.43436)  -1.124
C (4.41890, 2.10767, 1.03569)  -0.567
H (4.94123, 0.86924, -3.14406)  0.423
H (3.56856, 1.80643, -2.51081)  0.429
H (3.31560, 0.73612, -3.87215)  0.269
H (4.15095, -1.47927, -3.58476)  0.534
H (3.04582, -2.27284, -2.46828)  0.171
H (4.74208, -2.01885, -2.00710)  0.233
H (3.32609, -4.30841, 2.79756)  0.337
H (3.26077, -3.30182, 4.23849)  0.358
H (4.69063, -3.23765, 3.19410)  0.318
H (2.58079, -0.18122, 2.51168)  -0.051
H (4.23577, -0.66106, 2.97042)  0.312
H (2.86727, -0.93443, 4.07434)  0.455
H (1.04244, -4.51119, 0.47454)  0.176
H (2.29552, -5.73980, 0.73712)  0.324
H (1.92544, -5.17339, -0.90523)  0.289
H (5.11875, -3.47355, 0.40057)  0.248
H (4.62461, -4.70073, -0.77091)  0.376
H (4.59848, -5.07404, 0.96100)  0.415
H (6.00351, 0.11196, -1.21134)  0.348
H (6.56164, 0.53758, 0.41400)  0.288
H (6.39097, 1.79363, -0.82799)  0.347
H (3.38572, 2.14886, 1.35437)  -0.274
H (4.71839, 3.08798, 0.66154)  0.319
H (5.04170, 1.85744, 1.89782)  0.380
C (1.16965, 4.95497, 4.16413)  -0.804
C (-0.13301, 4.50150, 4.29389)  -0.909
C (-0.68656, 3.66045, 3.33651)  -0.119
C (0.05558, 3.27044, 2.22701)  0.258
C (1.37101, 3.70752, 2.11965)  -0.281
C (1.92582, 4.54649, 3.07476)  -0.898
As (-0.74446, 2.15088, 0.81058)  2.500
C (-0.53461, 3.44701, -0.63188)  0.870
C (0.75782, 3.74671, -1.06383)  0.139
C (0.96034, 4.60644, -2.12985)  -1.021
C (-0.12954, 5.17614, -2.77887)  -0.903
C (-1.41136, 4.86507, -2.36327)  -0.914
C (-1.61851, 3.99748, -1.29508)  -0.390
C (-2.57569, 2.24706, 1.37594)  0.772
C (-3.23674, 3.47053, 1.44557)  -0.844
C (-4.52710, 3.52278, 1.94555)  -1.081
C (-5.14882, 2.36462, 2.39624)  -0.690
C (-4.47839, 1.15248, 2.35564)  -0.866
C (-3.18970, 1.09013, 1.84156)  -0.260
H (1.59349, 5.61880, 4.90560)  0.411
H (-0.73130, 4.79866, 5.14524)  0.531
H (-1.70250, 3.31324, 3.47358)  0.722
H (1.97272, 3.42341, 1.27302)  -0.129
H (2.94698, 4.88822, 2.96006)  0.486
H (1.61807, 3.27301, -0.60574)  0.037
H (1.96645, 4.82048, -2.46782)  0.438
H (0.02563, 5.84576, -3.61412)  0.410
H (-2.26788, 5.27425, -2.88301)  0.506
H (-2.63088, 3.74088, -1.01763)  0.289
H (-2.73803, 4.38233, 1.14328)  0.561
H (-5.05284, 4.46812, 1.97268)  0.447
H (-6.16202, 2.40858, 2.77298)  0.403
H (-4.95884, 0.25022, 2.70992)  0.470
H (-2.67540, 0.13789, 1.81135)  0.185
I (-2.44488, 0.27703, -1.81210)  0.628
I (-4.85950, 1.72733, -1.49143)  -0.369
Br (-1.06080, 1.41585, 6.30775)  -0.139
C (-0.65578, 0.05570, 5.07229)  -0.553
C (-0.63450, -1.27069, 5.45826)  -0.622
C (-0.32367, -2.20872, 4.48767)  -1.494
C (-0.05251, -1.78504, 3.19873)  -0.362
N (-0.08108, -0.50402, 2.81969)  1.109
C (-0.38280, 0.39537, 3.75930)  0.032
H (-0.85975, -1.55616, 6.47667)  0.486
H (-0.31009, -3.26504, 4.71814)  0.611
H (0.17451, -2.50562, 2.43868)  0.371
H (-0.40323, 1.43575, 3.47051)  0.243
F (-1.39234, -1.47520, 0.60347)  0.051
As (-2.22570, -3.41491, 0.27831)  1.971
F (-3.36382, -2.78645, 1.36184)  -0.448
F (-1.21867, -3.84846, 1.60173)  -0.439
F (-2.85185, -4.97292, 0.09382)  -0.406
F (-0.85523, -3.60613, -0.73546)  -0.440
F (-3.05246, -2.72321, -1.03139)  -0.435

=====

No. 4
The following is a DFT calculation (the ωB97M-V functional and the def2-TZVPD basis) of the molecule C3H3NS.

The calculation puts the max |F| at 0.06744 Eh/bohr. Its total charge is 0. The value obtained for the molar mass is 85.13 g mol⁻¹. For the HOMO energy, the calculation gives -0.360 Ha. For the HOMO-LUMO gap, the calculation gives 10.271 eV. The SMILES is N#C[C@H]1CS1.

Last column: Mulliken charge in e.
Cartesian coordinates (Å):
N (-1.16989, 1.04987, 2.12740)  -0.376
C (-0.52238, 0.78387, 1.18892)  0.102
C (0.16459, 0.57118, -0.15015)  0.101
C (0.35039, -0.87307, -0.53318)  -0.665
S (-0.72348, 0.26496, -1.61033)  -0.094
H (1.03091, 1.20566, -0.11582)  0.355
H (1.00040, -1.44701, -1.10814)  0.345
H (-0.13056, -1.55546, 0.20130)  0.231